62
Properties=species:S:1:pos:R:3 method="wB97M-V/def2-TZVPD" multiplicity=1 e_above_lowest_ev=6.500
C 2.56942 -1.85513 -0.82468
C 1.40840 -0.88678 -0.65894
C 1.39404 -0.34085 0.87655
C 2.12499 0.86788 1.12973
C 1.65386 1.76988 1.99551
C 2.16846 3.08530 2.25368
C 3.52002 0.94106 0.54165
N 0.12871 -1.68301 -0.90324
H 2.20683 -2.82440 -1.31585
H 2.91908 -2.17297 0.11560
H 3.37700 -1.55533 -1.46348
H 1.27246 0.11336 -1.21590
H 1.46731 -1.26649 1.42322
H 0.32138 -0.25574 1.27483
H 0.70723 1.45070 2.46116
H 1.48254 3.59756 3.07950
H 3.15699 3.06333 2.64086
H 2.00341 3.95256 1.50286
H 3.60484 1.27216 -0.52831
H 4.10465 1.64140 1.13759
H 3.97944 -0.03509 0.46914
H -0.54146 -1.59411 -0.17170
H 0.36029 -2.66287 -1.10583
H -2.15023 2.87997 -0.79737
H -2.37660 2.62614 -2.32143
O -2.39961 2.17313 -1.49745
H 1.71949 -0.50642 3.77692
H 2.60672 -1.51182 3.13301
O 1.92784 -1.46066 3.80111
H -3.12984 -2.18352 -2.09429
H -1.70402 -2.49473 -1.90930
O -2.55202 -2.97396 -1.82472
H -3.56926 0.93692 0.89307
H -2.74955 1.73770 0.06799
O -2.61859 0.99504 0.73112
H -3.21516 1.32001 3.30022
H -2.38125 2.11707 2.19104
O -3.11729 2.08046 2.77955
H -2.13178 -0.34086 -3.40029
H -2.42685 0.40513 -2.04359
O -2.66649 -0.38309 -2.57878
H 0.36783 -4.35943 -0.46458
H 2.01572 -4.65871 -0.30531
O 1.25513 -4.59802 -0.81174
H -0.74505 4.29107 -0.65149
H -1.64849 4.58493 -1.87469
O -1.66746 4.44487 -0.92980
H 0.20677 -2.02865 -4.50933
H -0.34834 -1.59965 -3.16504
O -0.29898 -1.27144 -4.11812
H -2.53159 -1.42206 1.10562
H -2.77962 -2.72790 0.25447
O -2.26973 -2.35714 0.99109
H 1.50746 3.67154 -0.97430
H 1.22805 4.05649 0.57839
O 1.01321 4.23874 -0.41314
H 0.98498 -3.10403 3.42200
H 1.70164 -4.29949 2.76503
O 0.97813 -3.71654 2.65248
H -0.10610 0.39951 -2.26961
H -0.45420 1.53942 -1.52323
O 0.16145 1.35082 -2.22249


15
Properties=species:S:1:pos:R:3 method="wB97M-V/def2-TZVPD" multiplicity=1 e_above_lowest_ev=0.530 charge=+1
C -1.64505 0.68862 1.17314
N -1.11162 -0.49788 1.16498
H -2.05620 1.11335 2.04499
H -1.48490 1.27366 0.20256
H -0.39596 -0.68835 0.41551
H -1.18526 -1.13356 2.02435
H -0.04171 -0.14060 -1.87786
H -0.96133 0.88116 -2.54000
O -0.54120 0.72639 -1.70145
H 2.04440 1.13779 -0.26500
H 2.68439 1.18434 1.02921
O 1.79205 1.18028 0.69093
H 1.78723 -1.77374 -0.71754
H 0.31391 -2.38936 -0.94415
O 0.80126 -1.56212 -0.69966


15
Properties=species:S:1:pos:R:3 method="wB97M-V/def2-TZVPD" multiplicity=1 smiles="C=C(OC(=O)O)C(C)=O" e_above_lowest_ev=3.935
C 2.00321 -0.77487 -0.45653
C 1.10301 -0.12634 0.31477
O 1.23833 0.93931 1.03424
C -0.40460 1.43971 0.88294
O -0.72561 2.09669 -0.06059
O -0.83961 1.51433 2.13526
C -0.40713 -0.66969 0.17910
C -1.04602 -0.80580 -1.18419
O -0.72313 -1.39532 1.12193
H 2.89107 -0.24344 -0.78080
H 1.82643 -1.77335 -0.82851
H -1.28020 2.37964 2.21864
H -0.58338 -1.62734 -1.73248
H -0.94987 0.10162 -1.77900
H -2.10250 -1.05515 -1.06478


47
Properties=species:S:1:pos:R:3 method="wB97M-V/def2-TZVPD" multiplicity=2 s_squared=0.76 e_above_lowest_ev=1.763 charge=+2
Ir -0.26676 0.28081 -0.04944
C 1.83891 6.33438 -0.38297
C 1.62839 4.96666 -1.00607
N 0.28418 4.47393 -0.70237
C -0.10339 3.22771 -0.47199
S 1.13926 1.93520 -0.49075
N -1.36853 2.99622 -0.22971
N -1.65952 1.69090 0.00555
C -2.87676 1.34503 0.28038
C -4.01875 2.29362 0.35464
C -3.05102 -0.09415 0.53358
C -4.27268 -0.65470 0.86229
C -4.35314 -2.01867 1.09834
C -3.20868 -2.79528 1.00217
C -2.01993 -2.17863 0.66980
N -1.93283 -0.86308 0.43821
H 2.83074 6.70579 -0.63429
H 1.75019 6.28998 0.70196
H 1.11302 7.05479 -0.76282
H 2.35221 4.25310 -0.61633
H 1.75639 5.01234 -2.08961
H -0.46473 5.15432 -0.70543
H -3.68553 3.30345 0.14510
H -4.46841 2.26544 1.34909
H -4.78783 2.01414 -0.36823
H -5.14991 -0.02903 0.93543
H -5.30152 -2.46973 1.35711
H -3.23185 -3.86024 1.18121
H -1.10085 -2.74286 0.58539
F 2.65752 -3.80659 1.54137
C 3.68421 -2.94973 1.66572
F 3.59697 -2.33401 2.84704
C 5.02395 -3.73380 1.59352
F 5.19872 -4.42926 2.68929
F 6.01773 -2.85600 1.43550
F 4.99429 -4.54458 0.53436
Br 2.93677 -2.87210 -3.49209
C 2.75926 -2.24984 -1.74631
C 3.75448 -2.35096 -0.81804
C 3.54634 -1.84456 0.54477
C 2.27316 -1.14671 0.76901
N 1.32678 -1.08848 -0.12750
C 1.53684 -1.70201 -1.33048
H 4.70122 -2.81490 -1.06891
H 4.36419 -1.14173 0.79093
H 2.09126 -0.65613 1.71874
H 0.67519 -1.72810 -1.98860


138
Properties=species:S:1:pos:R:3 method="wB97M-V/def2-TZVPD" multiplicity=1 e_above_lowest_ev=1.117 charge=+3
Sn -2.07935 -1.42043 0.24527
C 0.94669 8.02472 10.31270
O -0.36502 7.64557 9.89429
C -0.47565 6.72174 8.92804
C 0.60605 6.12194 8.28986
C 0.38131 5.16996 7.30983
C -0.90776 4.80017 6.95017
C -1.98494 5.42086 7.58989
C -1.77601 6.36819 8.56361
C -1.09585 3.77648 5.92734
N -0.13647 3.18212 5.24466
C -0.77412 2.31069 4.41340
C -2.13570 2.35624 4.57554
N -2.33147 3.30193 5.55316
C -3.03529 1.51967 3.85456
C -4.42436 1.45175 4.05419
C -5.16245 0.54551 3.34141
C -4.51751 -0.27474 2.41146
N -3.21575 -0.20799 2.17179
C -2.47217 0.66438 2.88851
C -1.04408 0.64154 2.67467
N -0.56579 -0.18468 1.71779
C 0.74451 -0.29652 1.56029
C 1.66591 0.39556 2.35021
C 1.19582 1.27032 3.29590
C -0.18869 1.42077 3.46350
H 0.80702 8.75029 11.10494
H 1.50025 8.48265 9.49152
H 1.49648 7.16445 10.69743
H 1.61891 6.39164 8.55240
H 1.21647 4.69669 6.80912
H -3.01039 5.17747 7.32909
H -2.60065 6.85675 9.06652
H -3.20860 3.59459 5.94536
H -4.90357 2.09522 4.78212
H -6.22913 0.45026 3.49375
H -5.07060 -1.01455 1.85619
H 1.07965 -0.96408 0.77137
H 2.72696 0.24139 2.20699
H 1.86235 1.84490 3.92851
N -4.85395 -3.93262 0.38740
N -5.93799 -3.34339 -0.26638
C -5.83434 -2.13380 -0.84456
N -6.87305 -1.70181 -1.54363
N -4.67891 -1.47334 -0.60700
N -4.51364 -0.23289 -1.10567
O -5.30798 0.36886 -1.79853
O -3.38890 0.26055 -0.84466
H -4.45989 -4.65077 -0.20915
H -5.17806 -4.34733 1.25157
H -6.73942 -3.91117 -0.49575
H -7.70789 -2.25620 -1.64574
H -6.82960 -0.78087 -1.94956
I -0.57979 -4.79906 1.23877
C 1.36847 -5.56784 1.19532
C 1.91410 -5.80859 2.42841
C 3.14685 -6.47974 2.53551
C 3.75296 -6.94527 1.40813
C 3.20401 -6.69305 0.12563
C 3.84630 -7.20660 -1.02377
C 3.36856 -6.95386 -2.27994
C 2.27347 -6.09635 -2.43539
C 1.59043 -5.59494 -1.34309
P 0.35810 -4.32796 -1.71094
C 1.04965 -3.24297 -2.95046
C 1.91276 -2.22755 -2.50871
C 2.46765 -1.34571 -3.42088
C 2.14328 -1.45918 -4.76741
C 1.28048 -2.45860 -5.21143
C 0.72914 -3.34999 -4.31013
C -1.08633 -5.06185 -2.47400
C -1.35983 -6.37196 -2.39353
C -2.63687 -6.94513 -2.83277
C -3.64111 -6.18690 -3.26778
C -3.49739 -4.70866 -3.36023
C -2.14360 -4.09782 -2.99579
C 2.00948 -5.92969 -0.01694
H 1.39107 -5.51027 3.32777
H 3.57978 -6.64741 3.51292
H 4.66897 -7.52051 1.47336
H 4.74043 -7.80397 -0.88879
H 3.85159 -7.37233 -3.15270
H 1.96131 -5.82602 -3.43731
H 2.15335 -2.13552 -1.45374
H 3.13641 -0.56836 -3.07799
H 2.57401 -0.77207 -5.48607
H 1.04153 -2.54112 -6.26409
H 0.08664 -4.14676 -4.66691
H -0.60647 -7.05315 -2.01060
H -2.74456 -8.02218 -2.79863
H -4.58394 -6.62252 -3.57846
H -3.96853 -4.31303 -4.25506
H -1.72086 -3.40108 -3.71877
C 0.71870 2.79362 -5.75392
C 1.45012 3.77887 -4.83143
C 0.74080 5.13867 -4.88711
C 2.87762 3.97422 -5.37715
C 1.49040 3.22034 -3.37662
O 2.05771 1.91424 -3.36321
C 2.28326 4.16193 -2.44313
C 2.67744 3.59307 -1.07291
C 3.69713 2.47288 -1.02767
C 3.47571 1.38550 -0.19850
C 4.40347 0.35961 -0.06877
C 5.57060 0.40742 -0.80592
Cl 6.72282 -0.88246 -0.67311
C 5.82087 1.48211 -1.64483
C 4.89314 2.51427 -1.73585
C 0.04106 3.06161 -2.79762
N -0.30427 1.68795 -2.41297
C -0.41387 1.16400 -1.20060
N -0.75470 -0.12135 -1.30072
C -0.86006 -0.30343 -2.65370
N -0.59111 0.76069 -3.35525
H 0.63311 3.23134 -6.74949
H -0.28879 2.55293 -5.40873
H 1.26337 1.85107 -5.84728
H 0.77826 5.52182 -5.90838
H 1.22440 5.87800 -4.24638
H -0.31479 5.07991 -4.60666
H 2.83798 4.03486 -6.46527
H 3.56309 3.15263 -5.13638
H 3.33168 4.90004 -5.02285
H 2.78107 1.89977 -3.99884
H 1.66983 5.04658 -2.25945
H 3.18241 4.50376 -2.95626
H 1.77976 3.26116 -0.53803
H 3.08514 4.42603 -0.49460
H 2.55222 1.34123 0.36430
H 4.23057 -0.47677 0.60126
H 6.74230 1.51676 -2.21238
H 5.12390 3.36615 -2.36762
H -0.70816 3.36749 -3.51860
H -0.07465 3.67613 -1.90714
H -0.25792 1.70969 -0.28077
H -1.12939 -1.24081 -3.11405
O -4.03429 -3.99617 -2.17088
N -2.83287 -3.41041 -1.87368


108
Properties=species:S:1:pos:R:3 method="wB97M-V/def2-TZVPD" multiplicity=1 e_above_lowest_ev=0.028
Mg -0.72126 -0.25430 0.33270
N 5.06896 -2.78372 8.56458
C 4.43313 -2.49160 7.65148
C 3.63440 -2.12434 6.50464
C 3.87075 -0.91765 5.85226
C 3.10546 -0.56831 4.75126
C 2.09819 -1.41199 4.29682
C 1.86078 -2.61228 4.96101
C 2.62574 -2.97403 6.05601
C 1.25863 -1.04976 3.11320
C 1.86785 -1.15507 1.86583
C 3.21314 -1.58754 1.63931
C 3.41126 -1.56878 0.28357
C 2.17989 -1.13857 -0.28090
N 1.25863 -0.88036 0.63223
C -0.05674 -0.64811 3.40589
C -0.58835 -0.42246 4.70683
C -1.87801 0.03651 4.53307
C -2.09024 0.07234 3.13481
N -1.01464 -0.32530 2.45322
H 4.65189 -0.25894 6.21124
H 3.28373 0.36952 4.23948
H 1.06813 -3.26190 4.61138
H 2.44602 -3.91021 6.56823
H 3.92472 -1.87547 2.39888
H 4.30597 -1.83699 -0.25954
H 1.95721 -1.05651 -1.33806
H -0.06245 -0.56375 5.63990
H -2.58666 0.32012 5.29729
H -2.98467 0.37545 2.60290
C -4.89483 5.77975 1.53644
C -3.49710 5.84428 2.12149
C -3.51339 6.08440 3.62253
C -2.09969 6.35292 4.11444
C -1.13929 5.30214 3.60461
C 0.07025 5.10255 4.23220
C 0.93601 4.10119 3.80333
F 2.10382 3.94936 4.45692
C 0.62225 3.27353 2.76926
C -0.60165 3.45914 2.11565
C -0.97567 2.53130 1.05513
O -0.15890 1.68180 0.64035
C -2.31409 2.64637 0.56376
C -3.07658 3.70179 0.94101
N -2.69612 4.62930 1.84946
C -1.47996 4.47302 2.51556
C -2.87874 1.54065 -0.31177
O -3.55350 1.82485 -1.29814
O -2.59565 0.36833 0.13268
H -5.41272 6.70048 1.80296
H -5.46199 4.93989 1.94548
H -4.89097 5.70710 0.44836
H -2.96602 6.68133 1.65600
H -3.93197 5.20187 4.11481
H -4.16356 6.93088 3.84501
H -2.06625 6.36978 5.20387
H -1.78008 7.34125 3.77183
H 0.34719 5.71024 5.08708
H 1.27310 2.46857 2.44988
H -4.04994 3.82964 0.49224
O -1.57699 -2.25906 0.53461
C -1.92145 -3.61473 0.26557
C -1.08009 -4.57493 1.08813
C 0.43608 -4.36523 0.98444
C 1.04371 -4.58964 -0.37495
C 1.90606 -5.66148 -0.59864
C 2.49499 -5.81389 -1.84311
C 2.20492 -4.89387 -2.83628
C 1.31926 -3.87114 -2.53326
N 0.74185 -3.71765 -1.34330
H -1.87808 -2.00285 1.42337
H -1.75816 -3.76872 -0.79818
H -2.97924 -3.77545 0.47861
H -1.34303 -5.59525 0.79248
H -1.36224 -4.46042 2.13998
H 0.92986 -5.03804 1.68833
H 0.66378 -3.33972 1.28776
H 2.12279 -6.35589 0.20510
H 3.17802 -6.63463 -2.02863
H 2.64822 -4.96486 -3.82116
H 1.06162 -3.13081 -3.28372
C -2.63281 -1.31220 -2.54970
C -1.41563 -0.47531 -2.76263
N -0.58167 -0.03591 -1.83352
C 0.28722 0.83933 -2.46692
C -0.02609 0.94068 -3.77568
N -1.10398 0.09646 -3.96479
C -1.80006 -0.04112 -5.22337
N -1.04427 -0.71979 -6.25023
N -0.50675 0.03019 -7.24874
N 0.10816 -0.73269 -8.06942
C -0.00572 -2.03515 -7.61553
C 0.48546 -3.22403 -8.16080
C 0.19938 -4.39060 -7.49018
C -0.55644 -4.38251 -6.29801
C -1.04155 -3.21682 -5.74875
C -0.74916 -2.03643 -6.44000
H -2.55071 -1.83400 -1.60116
H -2.79295 -2.03065 -3.35289
H -3.49655 -0.64738 -2.47358
H 1.04603 1.36843 -1.91206
H 0.39277 1.52173 -4.58174
H -1.98502 0.94991 -5.62465
H -2.75052 -0.53732 -5.05891
H 1.06260 -3.21333 -9.07736
H 0.55906 -5.33575 -7.87812
H -0.75561 -5.32094 -5.79651
H -1.60749 -3.22858 -4.82674


12
Properties=species:S:1:pos:R:3 method="wB97M-V/def2-TZVPD" multiplicity=1 smiles="Cn1nnncc1=O" e_above_lowest_ev=4.573
C 0.01930 0.62224 1.75651
N 0.08225 0.44489 0.26627
N 0.76991 1.36218 -0.40934
N 1.15226 0.91005 -1.60517
N 0.77511 -0.31607 -2.27596
C -0.21258 -0.96947 -1.67573
C -0.46771 -0.72702 -0.21680
O -1.20626 -1.35835 0.39759
H -0.42852 1.57867 1.83556
H -0.73208 -0.25921 2.06459
H 0.91073 0.54712 2.25447
H -0.66241 -1.83504 -2.39198


38
Properties=species:S:1:pos:R:3 method="wB97M-V/def2-TZVPD" multiplicity=1 e_above_lowest_ev=0.000
H 0.75508 2.48272 0.48964
N 0.34385 1.11523 -1.09282
B 0.10729 0.12510 -3.44541
N 0.42647 1.29141 -2.48004
C 0.79053 2.53818 -2.78547
Be -0.16328 -0.64753 -0.71241
H 0.90304 2.79868 -3.82777
C 0.98106 3.22188 -1.59446
H 1.27014 4.24484 -1.47832
C 0.70823 2.30960 -0.57129
H 0.19762 0.38495 -4.59992
C -0.45736 -1.51633 0.76571
H -0.25783 -0.89595 1.62807
H 0.17358 -2.42207 0.79874
H -1.50012 -1.86684 0.83002
N -1.32426 -0.25774 -3.02948
N 1.10363 -0.95373 -2.97355
N -1.55547 -0.55916 -1.69995
N 1.07515 -1.32850 -1.63446
C -2.49750 -0.02288 -3.64759
C 2.22197 -1.42419 -3.56252
H -2.50111 0.28371 -4.68633
H 2.41237 -1.14761 -4.59903
C -3.51651 -0.29464 -2.73973
C 2.91042 -2.17372 -2.61132
C -2.88874 -0.65894 -1.54107
C 2.14910 -2.10367 -1.42732
H -4.56915 -0.23493 -2.92094
H 3.83290 -2.69755 -2.75762
H -3.31244 -0.96371 -0.59930
H 2.28288 -2.59006 -0.48095
H -0.11337 1.34581 1.50835
B 0.05872 0.18334 4.92006
C -0.10860 0.86090 3.57241
N -0.23491 1.40600 2.52923
H -0.90127 0.54670 5.55550
H 1.09648 0.65330 5.35419
H 0.10105 -1.03344 4.87027


60
Properties=species:S:1:pos:R:3 method="wB97M-V/def2-TZVPD" multiplicity=1 e_above_lowest_ev=0.227
F 5.88957 -0.11631 2.18972
C 4.94091 0.83191 2.50392
C 5.18537 2.15711 2.14238
C 4.21021 3.11880 2.46703
C 3.01838 2.74409 3.05557
C 2.74324 1.37713 3.36899
C 1.46022 1.07856 3.88308
C 0.88026 -0.18163 4.16214
C -0.25696 -0.19746 5.02533
C -0.89564 -1.38062 5.34871
C -0.40405 -2.61270 4.88329
C 0.70321 -2.59629 4.03554
F 1.19728 -3.79791 3.58054
C 1.31905 -1.42598 3.61833
C 3.79089 0.42687 3.16333
H 6.10888 2.42308 1.63717
H 4.39847 4.16830 2.23820
H 2.24819 3.48235 3.29040
H 0.84423 1.94491 4.13489
H -0.61081 0.75813 5.42208
H -1.79045 -1.35766 5.97422
H -0.87173 -3.55536 5.15399
H 2.11260 -1.46020 2.87860
H 3.69497 -0.59624 3.51217
C -4.52382 1.79935 4.66310
C -3.63395 0.87610 3.86843
O -3.87800 1.23125 2.48160
C -3.17789 0.50696 1.58014
C -3.42620 1.05669 0.22823
N -2.53930 0.87615 -0.68522
C -2.03204 1.67883 -1.60683
C -1.41588 1.05146 -2.76756
C -0.54538 1.73956 -3.64449
C 0.02990 1.07362 -4.72497
C -0.22653 -0.28995 -4.93023
C -1.06146 -0.99012 -4.04237
C -1.63558 -0.32190 -2.96159
C -2.06337 3.13865 -1.42779
C -2.29665 3.99996 -2.52092
C -2.43246 5.37163 -2.31807
C -2.34268 5.90084 -1.02332
C -2.10082 5.05464 0.06734
C -1.94159 3.68593 -0.13681
O -2.42908 -0.41749 1.84612
H -4.34837 1.67121 5.72985
H -4.33568 2.84336 4.39331
H -5.57364 1.57706 4.44981
H -2.57309 1.03487 4.10974
H -3.89474 -0.17978 4.02991
H -4.37123 1.61344 0.10358
H -0.31895 2.78976 -3.45949
H 0.68534 1.62079 -5.40651
H 0.22956 -0.80915 -5.77464
H -1.26940 -2.05074 -4.18468
H -2.26032 -0.84374 -2.23952
H -2.38181 3.57614 -3.52315
H -2.61306 6.02319 -3.17461
H -2.44474 6.97446 -0.86446
H -2.02810 5.45193 1.08119
H -1.70732 3.03408 0.70661